A structure of composition C38H38IrNO7SSi at a distorted geometry. Source: OMol25; level of theory: wB97M-V/def2-TZVPD.

Computed properties:
**Charge**: 0
**Max |F|**: 4.20 eV/Å
**Lowest unoccupied orbital energy (spin up / spin down)**: -1.833 / -1.894 eV
**HOMO (spin up / spin down)**: -8.98 / -8.98 eV
**Gap between HOMO and LUMO (spin up / spin down)**: 7.15 / 7.08 eV

Each line ends with the Löwdin charge.
Positions of all 87 atoms, in Å:
Ir -0.27 -0.28 0.03  1.50
O 1.05 -0.07 -2.24  -0.11
C 2.40 -0.23 -1.84  -0.21
C 2.70 0.84 -0.79  -0.13
N 1.95 0.62 0.45  -0.21
C 1.67 1.88 1.13  -0.08
C 0.52 2.64 0.38  -0.65
O 0.68 3.81 0.11  0.07
O -0.50 1.93 0.14  -0.15
C 2.56 -0.35 1.34  -0.08
C 1.55 -0.83 2.45  -0.65
O 2.03 -1.22 3.50  0.07
O 0.33 -0.77 2.15  -0.08
H 0.78 -0.87 -2.72  0.05
H 3.06 -0.08 -2.70  0.14
H 2.56 -1.23 -1.43  0.09
H 2.38 1.80 -1.20  0.14
H 3.78 0.88 -0.59  0.15
H 2.56 2.53 1.19  0.14
H 1.31 1.67 2.14  0.14
H 3.45 0.04 1.85  0.14
H 2.83 -1.25 0.78  0.10
O -2.55 -0.30 0.10  -0.62
S -3.38 0.91 0.31  1.02
C -3.82 1.46 -1.43  -0.24
C -4.16 0.29 -2.28  -0.30
C -3.16 -0.61 -2.65  -0.04
C -3.49 -1.75 -3.36  -0.06
C -4.81 -2.00 -3.72  -0.08
C -5.80 -1.09 -3.37  -0.08
C -5.47 0.04 -2.65  -0.06
C -5.01 0.11 0.78  -0.22
C -4.64 -0.77 1.93  -0.32
C -4.41 -2.13 1.74  -0.04
C -3.92 -2.90 2.78  -0.07
C -3.64 -2.32 4.01  -0.07
C -3.87 -0.97 4.20  -0.07
C -4.37 -0.20 3.17  -0.05
H -2.92 1.98 -1.76  0.10
H -4.64 2.18 -1.34  0.10
H -2.13 -0.42 -2.37  0.09
H -2.73 -2.46 -3.62  0.10
H -5.06 -2.88 -4.28  0.11
H -6.83 -1.28 -3.64  0.10
H -6.25 0.75 -2.38  0.12
H -5.37 -0.46 -0.07  0.09
H -5.70 0.90 1.06  0.11
H -4.61 -2.58 0.78  0.11
H -3.73 -3.95 2.63  0.10
H -3.24 -2.92 4.81  0.11
H -3.64 -0.51 5.15  0.11
H -4.53 0.86 3.32  0.11
O 0.11 -2.24 -0.72  -0.43
Si 0.71 -3.64 -1.06  0.46
C -0.67 -4.95 -1.08  -0.23
C -0.45 -6.23 -1.57  -0.09
C -1.48 -7.16 -1.62  -0.09
C -2.74 -6.80 -1.17  -0.10
C -2.96 -5.53 -0.67  -0.09
C -1.93 -4.61 -0.62  -0.09
C 1.44 -3.55 -2.82  -0.21
C 0.70 -2.85 -3.77  -0.13
C 1.19 -2.64 -5.05  -0.08
C 2.43 -3.14 -5.41  -0.09
C 3.16 -3.87 -4.48  -0.08
C 2.67 -4.07 -3.20  -0.09
C 2.05 -4.21 0.18  -0.21
C 3.35 -3.72 0.14  -0.14
C 4.29 -4.12 1.07  -0.08
C 3.93 -5.00 2.08  -0.08
C 2.64 -5.49 2.13  -0.08
C 1.71 -5.09 1.19  -0.08
H 0.54 -6.51 -1.92  0.11
H -1.30 -8.15 -2.00  0.10
H -3.55 -7.52 -1.22  0.10
H -3.95 -5.26 -0.31  0.09
H -2.10 -3.62 -0.23  0.09
H -0.28 -2.47 -3.50  0.09
H 0.60 -2.08 -5.78  0.11
H 2.82 -2.98 -6.40  0.10
H 4.12 -4.28 -4.76  0.10
H 3.25 -4.64 -2.49  0.10
H 3.65 -3.04 -0.65  0.09
H 5.30 -3.75 1.01  0.10
H 4.66 -5.30 2.82  0.10
H 2.36 -6.20 2.90  0.10
H 0.70 -5.48 1.24  0.10

***

A structure of composition C38H38MnN6O4PS at a distorted geometry. Source: OMol25; level of theory: wB97M-V/def2-TZVPD.

Computed properties:
**Energy relative to the best compared isomer or geometry (same formula, charge and spin)**: 48.0 kJ/mol
**Charge**: -1
**Max |F|**: 1.25 eV/Å
**Lowest unoccupied orbital energy (spin up / spin down)**: 1.890 / 1.874 eV
**HOMO (spin up / spin down)**: -3.71 / -3.77 eV
**2S+1**: 6
**Gap between HOMO and LUMO (spin up / spin down)**: 5.60 / 5.65 eV

Each line ends with the Mulliken spin population.
Positions of all 89 atoms, in Å:
Mn 0.12 0.79 2.03  4.75
O -2.22 3.44 -1.14  0.00
C -3.34 2.69 -1.16  0.00
C -4.21 2.85 -2.24  0.00
C -5.35 2.08 -2.33  0.00
C -5.66 1.14 -1.35  0.00
C -4.79 0.98 -0.28  0.00
C -3.63 1.75 -0.16  0.00
C -2.64 1.51 0.94  0.00
O -1.58 2.19 0.92  0.03
N -2.97 0.56 1.82  0.00
N -1.88 0.30 2.62  -0.01
C -2.07 -0.30 3.72  0.00
C -0.90 -0.58 4.59  0.03
C -1.06 -1.17 5.83  0.00
C 0.07 -1.38 6.62  0.00
C 1.31 -0.98 6.14  0.01
C 1.37 -0.39 4.88  0.02
N 0.29 -0.21 4.13  0.02
H -1.70 3.11 -0.36  0.00
H -3.95 3.57 -3.00  0.00
H -6.01 2.21 -3.18  0.00
H -6.56 0.54 -1.42  0.00
H -4.99 0.26 0.50  0.00
H -3.08 -0.57 4.04  0.01
H -2.04 -1.46 6.17  0.00
H -0.02 -1.84 7.59  0.00
H 2.21 -1.11 6.72  0.00
H 2.31 -0.06 4.45  0.00
O 4.16 0.46 2.39  0.01
C 3.21 1.21 2.18  -0.01
O 2.06 0.81 1.76  -0.02
C 3.34 2.70 2.39  0.04
C 4.61 3.22 2.14  0.00
C 4.88 4.58 2.21  0.00
C 3.83 5.43 2.56  0.00
C 2.58 4.92 2.84  0.00
C 2.27 3.55 2.77  -0.02
S 0.65 3.08 3.28  0.06
H 5.39 2.52 1.88  0.00
H 5.87 4.96 2.01  0.00
H 4.00 6.50 2.63  0.00
H 1.78 5.59 3.13  0.00
C -0.25 -4.33 3.58  0.00
C 0.98 -3.88 2.80  0.01
P 0.61 -2.53 1.59  0.07
C -0.31 -3.50 0.30  0.00
C 0.44 -4.54 -0.53  0.00
C 2.27 -2.23 0.85  -0.01
C 3.31 -3.35 0.80  0.00
H 0.00 -5.11 4.30  0.00
H -1.02 -4.75 2.91  0.00
H -0.70 -3.50 4.12  0.00
H 1.45 -4.73 2.29  0.00
H 1.73 -3.48 3.49  0.00
H -0.77 -2.77 -0.36  0.00
H -1.14 -3.97 0.83  0.00
H 1.21 -4.07 -1.14  0.00
H -0.25 -5.07 -1.20  0.00
H 0.92 -5.29 0.10  0.00
H 2.68 -1.38 1.39  0.01
H 2.07 -1.84 -0.16  0.00
H 3.59 -3.67 1.81  0.00
H 4.22 -2.97 0.33  0.00
H 2.99 -4.23 0.25  0.00
N -1.26 -0.07 -5.29  0.00
C -1.05 0.20 -6.63  0.00
C -1.72 -0.18 -7.79  0.00
C -1.20 0.29 -8.98  0.00
C -0.06 1.11 -9.01  0.00
C 0.59 1.48 -7.86  0.00
C 0.09 1.01 -6.64  0.00
N 0.55 1.23 -5.35  0.00
C -0.27 0.57 -4.59  0.00
C -0.19 0.48 -3.11  0.00
C 0.93 0.97 -2.46  -0.01
C 0.99 0.87 -1.08  0.04
N 0.03 0.30 -0.36  -0.03
C -1.04 -0.17 -0.99  0.05
C -1.20 -0.10 -2.36  -0.01
H -1.98 -0.65 -4.90  0.00
H -2.59 -0.81 -7.76  0.00
H -1.69 0.02 -9.91  0.00
H 0.31 1.46 -9.97  0.00
H 1.47 2.11 -7.87  0.00
H 1.72 1.45 -3.02  0.00
H 1.84 1.25 -0.51  0.00
H -1.83 -0.58 -0.36  -0.02
H -2.12 -0.47 -2.80  0.00

***

A structure of composition C38H38N3O8SiV at a distorted geometry. Source: OMol25; level of theory: wB97M-V/def2-TZVPD.

Computed properties:
**Energy relative to the best compared isomer or geometry (same formula, charge and spin)**: 433.1 kJ/mol
**Charge**: -1
**Max |F|**: 3.61 eV/Å
**Lowest unoccupied orbital energy (spin up / spin down)**: 1.695 / 1.900 eV
**HOMO (spin up / spin down)**: -4.87 / -4.87 eV
**2S+1**: 2
**Gap between HOMO and LUMO (spin up / spin down)**: 6.56 / 6.77 eV

Each line ends with the Mulliken spin population.
Positions of all 89 atoms, in Å:
V 0.53 -0.53 1.01  1.11
C 3.85 1.18 2.70  0.00
C 2.79 0.13 2.71  -0.01
O 2.17 -0.03 1.51  0.06
C 2.49 -0.60 3.79  0.00
C 1.37 -1.60 3.88  0.01
C 1.67 -3.06 3.68  0.00
N 0.17 -1.33 4.25  0.01
N -0.36 -0.12 4.50  -0.01
C -0.62 0.65 3.53  -0.02
O -0.13 0.33 2.28  -0.15
C -1.43 1.87 3.68  0.00
C -1.48 2.82 2.66  0.00
C -2.28 3.95 2.80  0.00
C -3.02 4.14 3.95  0.00
C -2.97 3.20 4.98  0.00
C -2.17 2.07 4.84  0.00
H 4.47 1.08 1.80  0.00
H 3.38 2.17 2.67  0.00
H 4.47 1.11 3.59  0.00
H 3.07 -0.44 4.69  0.00
H 2.22 -3.45 4.54  0.00
H 0.74 -3.60 3.55  0.00
H 2.31 -3.19 2.80  0.00
H -0.89 2.68 1.77  0.01
H -2.31 4.68 2.00  0.00
H -3.65 5.02 4.06  0.00
H -3.55 3.34 5.88  0.00
H -2.14 1.31 5.62  0.00
O -3.36 -4.92 2.23  0.00
C -2.78 -3.81 2.10  0.00
O -1.64 -3.44 2.47  0.00
C -3.62 -2.74 1.33  0.00
C -3.96 -1.51 2.20  0.00
C -5.19 -0.79 1.63  0.00
C -4.59 -0.15 0.35  0.00
C -3.11 -0.54 0.49  0.01
O -2.92 -0.56 1.90  -0.02
C -2.94 -2.03 0.11  -0.02
C -1.50 -2.41 -0.10  0.03
O -1.15 -3.19 -0.94  0.00
O -0.58 -1.77 0.69  -0.04
H -4.52 -3.27 1.02  0.00
H -3.99 -1.72 3.27  0.00
H -6.02 -1.48 1.43  0.00
H -5.54 -0.02 2.32  0.00
H -5.03 -0.54 -0.58  0.00
H -4.69 0.94 0.35  0.00
H -2.41 0.15 0.03  0.02
H -3.44 -2.29 -0.82  0.00
O 1.08 -0.43 -0.76  0.00
Si 1.44 -0.17 -2.32  0.01
C -0.09 0.31 -3.29  0.00
C -1.35 -0.03 -2.80  -0.02
C -2.51 0.25 -3.52  0.00
C -2.42 0.87 -4.76  0.00
C -1.17 1.19 -5.28  0.00
C -0.02 0.91 -4.56  0.00
C 2.19 -1.65 -3.19  0.00
C 1.82 -2.96 -2.86  0.00
C 2.28 -4.03 -3.62  0.00
C 3.11 -3.81 -4.71  0.00
C 3.50 -2.52 -5.04  0.00
C 3.04 -1.45 -4.28  0.00
C 2.71 1.21 -2.45  0.00
C 4.04 0.96 -2.11  0.00
C 5.01 1.96 -2.15  0.00
C 4.65 3.25 -2.52  0.00
C 3.33 3.53 -2.86  0.00
C 2.37 2.52 -2.82  0.00
H -1.43 -0.53 -1.84  0.01
H -3.48 -0.02 -3.11  0.00
H -3.32 1.09 -5.33  0.00
H -1.09 1.66 -6.26  0.00
H 0.95 1.16 -4.98  0.00
H 1.15 -3.15 -2.03  0.00
H 1.98 -5.04 -3.35  0.00
H 3.47 -4.65 -5.30  0.00
H 4.15 -2.34 -5.89  0.00
H 3.35 -0.44 -4.55  0.00
H 4.34 -0.05 -1.82  0.00
H 6.04 1.73 -1.90  0.00
H 5.40 4.03 -2.54  0.00
H 3.05 4.53 -3.16  0.00
H 1.35 2.76 -3.09  0.00
N 1.15 3.00 0.16  0.00
H 2.05 3.46 0.23  0.00
H 0.83 3.14 -0.79  0.00
H 1.35 2.01 0.25  0.00

***

A cluster of 2 separate species, C38H39BF6O4 in total at a distorted geometry. Source: OMol25; level of theory: wB97M-V/def2-TZVPD.

Computed properties:
**Energy relative to the best compared isomer or geometry (same formula, charge and spin)**: 0.0 kJ/mol
**Charge**: 0
**Max |F|**: 2.61 eV/Å
**Lowest unoccupied orbital energy**: 0.114 eV
**HOMO**: -7.93 eV
**Gap between HOMO and LUMO**: 8.04 eV

Each line ends with the Löwdin charge.
Positions of all 88 atoms, in Å:
C 4.27 0.36 -4.58  -0.06
O 4.25 -0.92 -3.89  -0.09
C 3.01 -1.41 -3.60  -0.29
C 2.89 -2.67 -2.98  0.00
C 1.65 -3.11 -2.57  -0.05
C 0.60 -2.18 -2.40  -0.14
C -0.61 -2.49 -1.50  -0.19
C -1.80 -1.65 -1.96  -0.23
C -2.90 -2.27 -2.54  0.02
C -3.96 -1.47 -2.96  -0.15
C -3.92 -0.07 -2.75  -0.23
O -4.98 0.60 -3.27  -0.03
C -5.81 -0.41 -3.97  -0.11
C -5.24 -1.80 -3.65  -0.11
C -2.86 0.55 -2.08  0.02
C -1.79 -0.25 -1.71  -0.06
C 0.67 -1.01 -3.17  -0.04
C 1.84 -0.65 -3.82  -0.04
H 5.33 0.57 -4.74  0.09
H 3.75 0.29 -5.54  0.10
H 3.81 1.15 -3.97  0.08
H 3.81 -3.23 -2.78  0.12
H 1.51 -4.17 -2.34  0.12
H -0.83 -3.58 -1.58  0.16
H -2.93 -3.36 -2.67  0.13
H -6.85 -0.28 -3.63  0.12
H -5.77 -0.19 -5.05  0.12
H -5.05 -2.39 -4.56  0.12
H -5.91 -2.35 -2.98  0.12
H -2.89 1.61 -1.89  0.12
H -0.92 0.24 -1.26  0.12
H -0.16 -0.34 -3.33  0.11
H 1.88 0.27 -4.39  0.10
C 4.15 1.37 1.86  0.00
C 2.82 2.04 1.60  -0.46
C 2.91 3.55 1.92  0.00
C 2.15 1.78 0.16  -0.44
C 2.43 2.88 -0.85  0.00
C 2.52 0.41 -0.43  0.01
O 0.74 1.79 0.44  0.14
B 0.67 1.73 1.83  -0.60
C -0.65 1.84 2.59  -0.03
C -0.59 1.76 3.98  0.06
C -1.65 2.28 4.71  -0.09
C -1.48 2.49 6.19  -0.51
F -0.91 3.72 6.43  0.12
F -2.66 2.46 6.87  0.12
F -0.65 1.56 6.75  0.12
C -2.82 2.69 4.08  0.07
C -2.92 2.58 2.70  -0.09
C -4.19 3.01 2.00  -0.51
F -4.82 1.96 1.39  0.12
F -5.08 3.59 2.85  0.12
F -3.92 3.93 1.01  0.12
C -1.86 2.12 1.94  0.07
C -0.57 -2.19 -0.03  -0.29
C -1.97 -2.40 0.62  -0.02
C 0.54 -2.66 0.88  -0.18
C 1.54 -3.55 0.53  -0.03
C 2.52 -3.92 1.45  -0.08
C 2.37 -3.54 2.79  -0.10
C 1.26 -2.77 3.19  -0.07
C 0.49 -2.15 2.20  -0.05
O 1.86 1.47 2.49  0.13
H 4.95 1.91 1.33  0.10
H 4.35 1.38 2.93  0.10
H 4.14 0.33 1.51  0.08
H 3.80 3.99 1.45  0.09
H 2.02 4.11 1.59  0.09
H 2.99 3.68 3.00  0.10
H 3.52 3.01 -0.98  0.10
H 2.00 2.61 -1.83  0.09
H 1.98 3.83 -0.52  0.09
H 3.57 0.39 -0.75  0.10
H 2.33 -0.39 0.31  0.10
H 1.89 0.22 -1.31  0.07
H 0.28 1.35 4.48  0.14
H -3.64 3.09 4.67  0.14
H -1.94 2.01 0.86  0.13
H -0.42 -1.10 0.04  0.12
H -2.47 -1.42 0.73  0.09
H -2.61 -3.05 0.00  0.08
H -1.89 -2.82 1.62  0.08
H 1.56 -3.97 -0.47  0.07
H 3.38 -4.51 1.12  0.10
H 3.07 -3.89 3.53  0.10
H 1.01 -2.64 4.24  0.11
H -0.21 -1.34 2.44  0.12

***

A structure of composition C38H39ClIN3O2PPtS at a distorted geometry. Source: OMol25; level of theory: wB97M-V/def2-TZVPD.

Computed properties:
**Energy relative to the best compared isomer or geometry (same formula, charge and spin)**: 34.8 kJ/mol
**Charge**: +1
**Max |F|**: 1.13 eV/Å
**Lowest unoccupied orbital energy**: -2.768 eV
**HOMO**: -9.73 eV
**Gap between HOMO and LUMO**: 6.96 eV

Each line ends with the Löwdin charge.
Positions of all 87 atoms, in Å:
Pt 0.75 0.06 -0.97  1.03
Cl 3.88 6.07 -1.49  0.71
C 3.49 4.38 -1.62  -0.61
C 4.46 3.48 -1.95  -0.15
C 4.16 2.11 -2.07  -0.65
I 5.66 0.77 -2.57  0.94
C 2.89 1.63 -1.87  -0.44
O 2.53 0.37 -2.01  -0.28
C 1.91 2.58 -1.47  -0.14
N 0.66 2.06 -1.18  -0.07
C -0.33 2.86 -0.87  -0.11
C -0.17 4.26 -0.83  -0.02
C 1.07 4.80 -1.06  0.01
C 2.16 3.95 -1.38  -0.16
H 5.47 3.83 -2.12  0.10
H -1.28 2.40 -0.64  0.10
H -1.01 4.88 -0.59  0.12
H 1.23 5.86 -1.00  0.10
C -3.26 -1.53 -2.40  -0.23
S -2.89 0.18 -2.04  0.93
O -2.09 0.16 -0.75  -0.62
C -4.53 0.69 -1.59  -0.41
C -4.90 0.65 -0.25  -0.07
C -6.18 1.03 0.10  -0.06
C -7.08 1.45 -0.88  -0.07
C -6.69 1.50 -2.22  -0.07
C -5.40 1.12 -2.58  -0.08
H -3.60 -2.00 -1.47  0.07
H -2.35 -2.00 -2.76  0.04
H -4.03 -1.58 -3.17  0.07
H -4.18 0.32 0.49  0.10
H -6.49 1.01 1.13  0.11
H -8.08 1.75 -0.60  0.11
H -7.38 1.84 -2.97  0.11
H -5.09 1.17 -3.61  0.11
C 1.05 -4.09 -3.15  -0.04
C 2.20 -3.77 -2.19  -0.62
C 3.54 -3.94 -2.91  -0.03
C 2.14 -4.67 -0.96  -0.04
N 2.20 -2.36 -1.75  -0.04
N 1.00 -1.97 -1.08  -0.14
H 1.13 -5.12 -3.50  0.09
H 1.08 -3.44 -4.02  0.09
H 0.07 -4.01 -2.67  0.07
H 3.68 -4.99 -3.19  0.09
H 4.36 -3.65 -2.25  0.09
H 3.58 -3.33 -3.81  0.09
H 2.36 -5.70 -1.23  0.09
H 1.15 -4.66 -0.49  0.08
H 2.87 -4.34 -0.22  0.09
H 2.35 -1.71 -2.52  0.10
H 1.06 -2.36 -0.14  0.08
H 0.15 -2.35 -1.51  0.08
C 4.42 -0.66 3.36  -0.06
C 4.24 -0.97 2.02  -0.06
C 3.01 -0.76 1.41  -0.09
C 1.95 -0.22 2.14  -0.34
C 2.14 0.10 3.49  -0.09
C 3.37 -0.12 4.09  -0.06
P 0.34 0.04 1.34  0.98
C -0.79 -1.17 2.08  -0.34
C -1.07 -1.17 3.44  -0.08
C -1.91 -2.13 3.99  -0.06
C -2.47 -3.11 3.18  -0.07
C -2.21 -3.11 1.82  -0.07
C -1.38 -2.14 1.27  -0.11
C -0.20 1.66 1.96  -0.37
C -1.55 1.93 2.18  -0.09
C -1.95 3.20 2.56  -0.06
C -1.01 4.21 2.71  -0.07
C 0.33 3.95 2.47  -0.07
C 0.74 2.68 2.09  -0.10
H 5.37 -0.83 3.84  0.11
H 5.06 -1.37 1.44  0.11
H 2.91 -0.97 0.35  0.07
H 1.34 0.55 4.06  0.10
H 3.50 0.14 5.13  0.11
H -0.65 -0.41 4.09  0.10
H -2.12 -2.12 5.05  0.11
H -3.11 -3.86 3.61  0.11
H -2.66 -3.86 1.18  0.11
H -1.23 -2.10 0.20  0.06
H -2.28 1.14 2.07  0.10
H -3.00 3.40 2.74  0.11
H -1.32 5.20 3.02  0.11
H 1.07 4.74 2.59  0.12
H 1.79 2.49 1.90  0.12